{
  "formula": "C2H9N3O",
  "method": "ωB97M-V with the def2-TZVPD basis set",
  "symbols": ["N", "H", "H", "N", "C", "C", "H", "H", "H", "N", "O", "H", "H", "H", "H"],
  "positions_angstrom": [[-0.0295, 1.8552, -1.0323], [-1.3487, -2.2126, 0.4789], [1.8867, 1.4323, 2.6627], [0.9831, -0.4238, -0.2498], [-1.5567, -1.6280, -0.4143], [-0.0429, 0.3780, -0.4817], [-0.7337, 1.8950, -1.7797], [-0.8992, -1.9748, -1.2999], [1.8871, -0.0658, -0.5225], [-1.3698, -0.1208, -0.2851], [2.6489, 0.7682, 2.4661], [2.2087, -0.0220, 2.0572], [0.8383, 1.8867, -1.5490], [-2.6014, -1.9288, -0.5816], [-1.8708, 0.1611, 0.5310]],
  "atomic_forces_ev_per_a": [[-0.25, -3.15, 0.99], [0.88, 0.17, 0.21], [1.91, -2.03, -0.78], [0.12, -0.07, 0.05], [1.00, 0.68, -1.35], [-1.22, 1.80, 0.05], [-0.21, -0.11, 0.18], [-1.09, 0.41, 1.61], [0.03, 0.46, -0.17], [0.28, -1.73, -1.53], [-2.07, 1.00, 0.50], [0.07, 1.03, 0.07], [0.80, 0.26, -0.27], [-0.12, 0.68, -0.51], [-0.13, 0.59, 0.94]],
  "s2": 0.754,
  "spin_multiplicity": 2,
  "orbital_gap_ev": [2.927, 8.467],
  "relative_energy_ev": 1.447,
  "charge": -1,
  "lumo_ha": [0.1591, 0.1546],
  "e_homo_ev": [1.401, -4.261]
}